Entry from the Open Molecules 2025 dataset: a molecular structure, C15H27IN3ORu in a non-equilibrium geometry (ωB97M-V/def2-TZVPD).

Last column: natural (NBO) charge in e.
CARTESIAN COORDINATES (ANGSTROEM)
Ru 0.012 0.182 -0.586  0.883
N -2.012 0.162 -1.210  -0.733
C -2.932 0.345 -0.047  -0.253
C -2.311 -0.319 1.160  -0.257
N -0.869 0.067 1.333  -0.485
C -0.619 1.353 2.044  -0.261
C -0.825 2.501 1.098  -0.247
N -0.037 2.199 -0.139  -0.722
H -2.237 0.846 -1.934  0.429
H -2.220 -0.743 -1.638  0.414
H -3.909 -0.101 -0.239  0.270
H -3.099 1.408 0.090  0.223
H -2.328 -1.402 1.039  0.235
H -2.891 -0.083 2.054  0.267
H -0.428 -0.682 1.863  0.433
H 0.418 1.336 2.388  0.242
H -1.254 1.446 2.928  0.272
H -0.489 3.434 1.553  0.276
H -1.864 2.646 0.828  0.229
H 0.937 2.467 0.017  0.429
H -0.364 2.774 -0.917  0.437
I -0.044 -2.612 -0.836  0.587
C 0.363 -1.065 -2.159  -0.546
H -0.321 -1.034 -3.002  0.255
H 1.405 -1.101 -2.470  0.278
C 8.569 0.115 -1.301  -0.665
C 7.133 0.037 -0.886  0.167
C 6.125 0.705 -1.561  -0.226
C 4.775 0.633 -1.175  0.085
C 3.791 1.414 -1.978  -0.625
C 4.400 -0.173 -0.052  -0.176
C 3.040 -0.352 0.359  0.422
O 2.035 0.185 -0.147  -0.680
C 5.405 -0.844 0.672  0.110
C 5.234 -1.682 1.901  -0.660
C 6.757 -0.724 0.227  -0.224
H 8.713 0.743 -2.175  0.244
H 8.952 -0.886 -1.512  0.264
H 9.175 0.501 -0.478  0.265
H 6.380 1.314 -2.420  0.238
H 4.297 2.014 -2.729  0.257
H 3.199 2.073 -1.341  0.201
H 3.095 0.744 -2.494  0.198
H 2.865 -1.042 1.185  0.175
H 4.245 -1.705 2.341  0.202
H 5.932 -1.330 2.665  0.269
H 5.540 -2.709 1.679  0.263
H 7.522 -1.247 0.789  0.242

* charge: +3
* HOMO-LUMO gap (spin up / spin down): 3.80 / 3.80 eV
* relative energy (zero: lowest compared OMol25 entry of this formula, charge and spin): 10.7 kcal/mol
* HOMO level (spin up / spin down): -16.76 / -16.76 eV

***

Entry from the Open Molecules 2025 dataset: a molecular structure, C4H4Li2O2Sr in a non-equilibrium geometry (ωB97M-V/def2-TZVPD).

Last column: Mulliken charge in e.
CARTESIAN COORDINATES (ANGSTROEM)
O -2.409 -1.187 -1.688  -0.976
C -1.207 -0.930 -1.607  0.933
C -0.101 -0.503 -1.152  -1.156
Li -3.736 0.187 -1.979  0.929
Li -2.822 -2.907 -0.881  0.919
H 0.199 0.003 -2.187  0.313
C 2.015 0.967 1.595  0.208
C 0.792 1.499 1.272  -0.876
O 2.392 -0.259 1.341  -0.897
H 2.621 1.480 2.359  0.352
H 0.697 2.587 1.275  0.271
H -0.081 0.938 1.629  0.170
Sr 1.639 -1.875 0.020  1.809

* charge: +2
* HOMO-LUMO gap: 4.00 eV
* HOMO level: -12.31 eV

***

Entry from the Open Molecules 2025 dataset: 2 unconnected molecules or ions with the total composition C7H16N2 in a non-equilibrium geometry (ωB97M-V/def2-TZVPD).

Last column: natural (NBO) charge in e.
CARTESIAN COORDINATES (ANGSTROEM)
H -0.563 -2.058 -0.837  0.351
N -0.900 -1.308 -0.241  -0.714
C -0.697 -0.146 -0.717  0.321
N -1.337 0.991 -0.225  -0.477
C -1.776 0.933 1.158  -0.417
C -2.408 1.341 -1.143  -0.401
H -0.266 0.048 -1.711  0.156
H -2.363 1.824 1.372  0.198
H -0.899 0.924 1.800  0.205
H -2.378 0.042 1.362  0.197
H -2.013 1.402 -2.157  0.202
H -3.218 0.600 -1.127  0.176
H -2.816 2.315 -0.872  0.202
C 1.566 1.494 0.209  -0.385
C 1.495 0.228 0.602  -0.180
C 2.226 -0.916 -0.081  -0.451
C 1.776 -2.283 0.419  -0.625
H 1.977 1.765 -0.752  0.186
H 1.169 2.303 0.800  0.200
H 1.121 -0.012 1.588  0.196
H 2.068 -0.830 -1.158  0.199
H 3.303 -0.794 0.094  0.218
H 1.910 -3.048 -0.343  0.204
H 2.333 -2.577 1.308  0.205
H 0.688 -2.241 0.652  0.235

* HOMO-LUMO gap: 9.76 eV
* relative energy (zero: lowest compared OMol25 entry of this formula, charge and spin): 60.2 kcal/mol
* HOMO level: -8.73 eV

***

Entry from the Open Molecules 2025 dataset: 2 unconnected molecules or ions with the total composition C17H26ClN7O3 in a non-equilibrium geometry (ωB97M-V/def2-TZVPD).

Last column: natural (NBO) charge in e.
CARTESIAN COORDINATES (ANGSTROEM)
C 0.121 2.544 -5.024  -0.623
C -0.532 1.198 -5.340  0.281
C -2.054 1.318 -5.221  -0.620
N -0.256 0.929 -6.747  -0.599
C 0.496 -0.064 -7.054  0.558
N 0.737 -0.237 -8.355  -0.787
N 1.127 -0.927 -6.244  -0.651
C 0.809 -0.808 -5.015  0.656
N 1.437 -1.717 -4.258  -0.788
N -0.004 0.147 -4.456  -0.486
C -0.426 0.023 -3.124  0.116
C 0.074 0.864 -2.122  -0.216
C -0.355 0.726 -0.795  -0.220
C -1.290 -0.256 -0.457  -0.041
Cl -1.843 -0.415 1.187  0.030
C -1.783 -1.109 -1.449  -0.241
C -1.350 -0.971 -2.774  -0.146
H -0.187 2.906 -4.040  0.196
H 1.210 2.448 -5.041  0.209
H -0.174 3.290 -5.767  0.230
H -2.435 2.039 -5.951  0.233
H -2.523 0.350 -5.416  0.213
H -2.344 1.655 -4.222  0.200
H 1.579 -0.773 -8.509  0.385
H 0.593 0.614 -8.878  0.393
H 1.585 -1.415 -3.305  0.387
H 2.200 -2.141 -4.767  0.415
H 0.805 1.624 -2.377  0.231
H 0.036 1.380 -0.021  0.228
H -2.507 -1.874 -1.187  0.232
H -1.732 -1.632 -3.546  0.225
C -0.387 1.688 7.030  -0.415
N -1.201 0.908 6.096  -0.609
C -0.792 0.161 5.063  0.666
O -1.640 -0.379 4.368  -0.630
C 0.713 -0.043 4.779  -0.165
C 0.986 -0.929 3.553  -0.066
O 2.378 -0.985 3.299  -0.717
N 1.517 -0.473 5.941  -0.625
C 1.301 -1.473 6.798  0.669
C 0.081 -2.365 6.681  -0.719
O 2.104 -1.674 7.693  -0.627
H 0.050 1.032 7.787  0.206
H 0.411 2.209 6.500  0.199
H -1.012 2.428 7.532  0.216
H -2.204 0.951 6.204  0.411
H 1.081 0.946 4.506  0.227
H 0.597 -1.936 3.705  0.173
H 0.491 -0.494 2.685  0.206
H 2.782 -1.569 3.947  0.471
H 2.364 0.042 6.120  0.415
H -0.036 -2.721 5.661  0.225
H -0.806 -1.815 6.986  0.236
H 0.209 -3.222 7.340  0.249

* HOMO-LUMO gap: 8.42 eV
* HOMO level: -7.99 eV